1.
51
Properties=species:S:1:pos:R:3:lowdin_charge:R:1 method="wB97M-V/def2-TZVPD" total_charge=+1 homo_energy_ev=-12.83 e_lumo_ev=-2.776
H 3.131 -0.788 2.219 0.10
C 0.076 5.475 -4.543 -0.01
H 0.252 2.823 -3.105 0.13
H -1.791 -2.010 0.082 0.15
C -1.606 -3.122 3.261 -0.50
H -1.340 3.623 -3.197 0.15
H -1.675 -5.621 0.515 0.09
H -2.455 -6.086 3.837 0.15
C 1.698 0.920 -0.190 -0.63
H 0.470 4.779 -5.289 0.10
H -2.098 1.616 -1.125 0.15
H 1.297 -1.761 0.248 0.13
N 0.594 0.359 0.675 -0.14
H 0.534 6.457 -4.704 0.09
H 1.472 2.073 -0.406 0.13
H -1.176 1.067 1.713 0.17
H 0.932 0.467 1.679 0.19
H -0.214 -5.428 3.211 0.17
C -0.916 -5.935 1.240 -0.02
O -1.345 -0.367 -1.365 -0.19
Br 1.938 0.051 -1.970 0.73
C -0.323 3.700 -2.795 -0.12
H 0.057 -5.769 0.766 0.09
O -0.890 -3.746 2.276 0.05
H -0.999 5.601 -4.710 0.10
C -1.803 0.681 -0.443 -0.14
O -1.548 -1.930 3.509 0.12
H -0.014 -1.516 1.576 0.14
H -0.503 -2.332 -1.255 0.15
C -2.361 -5.216 3.181 -0.10
H 4.796 -0.494 1.377 0.10
H -2.781 0.401 0.154 0.15
C -0.691 1.213 0.631 -0.05
O -0.170 5.874 -2.167 0.10
C 3.622 -0.530 1.174 -0.17
H -0.467 2.366 0.546 0.14
C 0.362 4.987 -3.138 -0.35
C -0.909 -1.487 -0.518 -0.16
H -1.034 -7.005 1.433 0.10
C -0.452 5.104 -1.071 -0.50
Br 4.509 1.462 -0.851 0.61
H -3.197 -5.208 2.472 0.15
O -2.400 -4.014 3.930 0.08
H 1.445 4.923 -2.976 0.16
H 3.445 -1.403 0.382 0.09
O -0.407 3.773 -1.382 0.00
O -0.712 5.546 0.035 0.14
C 0.329 -1.125 0.500 -0.12
H 3.161 1.752 1.455 0.13
C -1.017 -5.136 2.524 -0.35
C 3.174 0.937 0.597 -0.65



2.
9
Properties=species:S:1:pos:R:3:lowdin_charge:R:1 method="wB97M-V/def2-TZVPD" relative_energy_kcal_mol=35.7 homo_energy_ev=-9.08 e_lumo_ev=0.867 smiles="NCC=O"
H 1.698 -0.820 -0.063 0.07
H -0.616 -1.131 -0.846 0.12
H 1.656 0.846 -0.565 0.06
H -0.307 0.685 1.584 0.11
C -0.210 -0.186 -0.484 -0.24
C -0.875 0.058 0.883 -0.26
H -0.515 0.696 -1.053 0.12
N 1.226 -0.051 -0.515 -0.01
O -2.057 -0.097 1.059 0.04



Asked for max |F| across the records above, the calculation gives 3.506; 2.011 eV/Å in order.